57
Properties=species:S:1:pos:R:3:forces:R:3 method="wB97M-V/def2-TZVPD" smiles="C[C@H](O)CC1=CC(=O)C(B(O)O)=C(O)C1=O.c1cc[nH]c1.c1cc[nH]c1.c1cc[nH]c1" lumo_energy_ev=-1.3 molar_mass_g_mol=427.3
O 2.315 0.069 -1.050 0.16 -0.06 0.08
O -2.682 -0.817 0.817 0.15 -0.70 0.01
O -2.343 -2.735 -3.082 0.08 -0.28 0.17
O -4.125 -1.765 -0.786 0.49 -0.23 -0.16
O 0.352 1.089 -3.290 0.13 0.25 0.11
O -1.033 1.133 -0.784 -0.53 0.14 -0.11
N 0.884 2.956 0.691 0.04 -0.03 -0.01
N 4.008 -1.042 3.006 -0.01 0.00 -0.05
N -6.314 0.222 -0.504 0.01 -0.02 0.00
C 2.130 2.727 1.202 0.03 -0.02 0.00
C -7.614 0.248 -0.920 0.02 0.01 -0.01
C 2.550 3.872 1.827 0.00 0.02 0.00
C 2.917 -1.025 -1.761 0.09 0.11 0.00
C 5.338 -0.753 3.145 -0.03 0.01 -0.02
C -0.972 0.051 -1.616 0.05 -0.35 -0.04
C 5.925 -1.793 3.814 0.00 -0.02 -0.01
C 2.230 -1.214 -3.126 -0.21 -0.12 0.41
C -7.151 2.161 0.165 0.01 0.00 0.00
C -0.017 -2.305 -2.851 0.08 0.36 0.09
C 0.753 -1.217 -2.899 0.18 -0.51 -0.31
C 0.094 0.090 -2.666 -0.02 0.13 -0.02
C 4.908 -2.748 4.088 0.02 -0.01 -0.01
C 1.513 4.832 1.686 0.01 0.01 0.00
C 3.738 -2.256 3.576 -0.01 0.02 -0.03
C 2.841 -2.240 -0.859 0.22 0.01 0.32
C -1.755 -1.029 -1.542 -0.16 0.18 0.31
C -1.462 -2.108 -2.545 -0.08 0.06 -0.09
C -6.024 1.380 0.159 0.03 0.00 -0.02
C -8.164 1.440 -0.522 0.00 -0.01 0.00
C 0.501 4.235 0.980 0.01 -0.04 0.00
B -2.898 -1.214 -0.469 -0.11 0.31 -0.01
H -1.433 1.872 -1.265 0.16 0.06 0.00
H 5.751 0.163 2.759 0.01 0.01 0.02
H 3.969 -0.791 -1.932 0.06 -0.01 -0.12
H -5.660 -0.532 -0.659 -0.10 0.05 0.02
H -7.240 3.137 0.613 0.00 0.01 0.01
H -5.044 1.549 0.575 0.00 0.00 0.03
H 2.742 -2.663 3.570 -0.01 -0.01 0.02
H -0.456 4.614 0.662 0.00 0.02 0.01
H 0.338 2.280 0.181 0.03 -0.04 0.02
H 3.647 -2.178 -0.129 -0.01 -0.05 0.11
H 2.611 1.771 1.077 -0.01 -0.01 0.00
H -4.210 -2.623 -0.353 -0.44 0.15 0.11
H 0.358 -3.301 -3.035 -0.07 -0.08 -0.19
H 6.966 -1.863 4.078 0.01 0.00 0.00
H -8.039 -0.578 -1.463 -0.01 0.01 -0.01
H 3.493 4.007 2.330 0.01 0.01 0.01
H 2.792 0.878 -1.261 -0.12 0.07 -0.07
H 1.510 5.842 2.059 0.00 0.01 0.00
H -9.177 1.758 -0.702 -0.01 0.00 0.00
H 3.333 -0.452 2.556 -0.02 0.02 0.01
H 5.024 -3.687 4.602 0.00 -0.01 0.01
H -1.740 -0.798 1.021 -0.06 0.52 0.06
H 2.521 -0.408 -3.794 -0.04 0.01 -0.14
H 2.959 -3.177 -1.398 -0.01 -0.02 -0.13
H 1.911 -2.267 -0.295 -0.18 0.02 -0.14
H 2.523 -2.181 -3.528 0.18 0.06 -0.22